The following is a DFT calculation (ωB97M-V with the def2-TZVPD basis set) of a cluster of 11 separate species, C34H91NO11 in total in a non-equilibrium geometry.

Results
SMILES: COC[C@H](C)N.CC(C)O.CC(C)O.CC(C)O.CC(C)O.CC(C)O.CC(C)O.CC(C)O.CC(C)O.CC(C)O.CC(C)O
Net charge: 0
Gap between HOMO and LUMO: 0.359 hartree

Each line ends with the Mulliken charge.
Cartesian coordinates (Å):
1 C 0.58068 0.62064 1.66589  -0.329
2 O 0.91127 -0.67728 1.21281  -0.113
3 C -0.03369 -1.31272 0.35805  -0.257
4 C -0.26770 -0.64070 -1.00766  1.978
5 C -1.23760 -1.42505 -1.84010  -1.211
6 N 0.92883 -0.45523 -1.80141  0.268
7 H 0.59854 1.33485 0.85131  0.125
8 H 1.32729 0.94886 2.40292  0.291
9 H -0.40800 0.57607 2.13001  0.137
10 H 0.35243 -2.32407 0.36357  0.118
11 H -1.08172 -1.40685 0.75059  -0.751
12 H -0.75614 0.30635 -0.77616  -0.779
13 H -1.33432 -0.84975 -2.77024  -0.374
14 H -2.23204 -1.51975 -1.44207  0.514
15 H -0.83873 -2.38984 -2.09072  0.353
16 H 0.95977 0.45156 -2.27041  -0.262
17 H 1.72237 -0.58323 -1.17609  0.363
18 C 3.35547 7.00117 3.10907  -1.340
19 C 3.47371 5.49487 3.14522  0.512
20 C 2.84554 4.72918 2.03592  -0.907
21 O 4.85692 5.02533 3.32957  -0.566
22 H 3.67916 7.36824 4.07936  0.352
23 H 2.32888 7.30684 2.92257  0.340
24 H 3.95561 7.38614 2.29497  0.373
25 H 3.06772 5.16749 4.09162  0.057
26 H 3.33932 4.95048 1.10670  0.334
27 H 1.79338 4.95712 1.85522  0.129
28 H 3.01674 3.68559 2.14884  0.359
29 H 5.31310 5.49943 2.63299  0.362
30 C 0.48555 -1.91120 -5.40024  -0.607
31 C 1.72551 -2.56138 -4.82740  0.507
32 C 2.97839 -1.74778 -4.90399  -1.111
33 O 1.44721 -2.92798 -3.48423  -0.637
34 H 0.14561 -1.00894 -4.82237  -0.191
35 H -0.36152 -2.60170 -5.30808  0.195
36 H 0.54546 -1.51579 -6.40785  0.451
37 H 1.85014 -3.52517 -5.33069  0.225
38 H 3.31009 -1.58945 -5.94417  0.436
39 H 3.84232 -2.22558 -4.46244  0.372
40 H 2.89295 -0.77017 -4.41786  -0.026
41 H 1.31284 -2.11837 -2.94163  0.353
42 C -2.82787 -0.27614 4.10820  -0.648
43 C -4.13697 -0.57215 3.41659  0.361
44 C -3.98335 -0.35848 1.93835  -0.691
45 O -4.53265 -1.92905 3.67104  -0.543
46 H -2.98449 -0.32088 5.19228  0.363
47 H -2.49383 0.71420 3.86163  -0.142
48 H -2.11802 -1.03944 3.81933  0.205
49 H -4.91119 0.13667 3.82772  0.218
50 H -4.87582 -0.49960 1.32879  0.523
51 H -3.32196 -1.11712 1.52896  0.086
52 H -3.52658 0.59646 1.72651  -0.058
53 H -5.46122 -2.01880 3.49184  0.321
54 C -0.14953 2.23035 4.82580  -0.841
55 C 0.80590 2.27488 6.02293  0.330
56 C 0.83591 3.60255 6.73222  -1.268
57 O 0.40566 1.22143 6.89151  -0.559
58 H -1.14438 2.59620 5.05945  0.516
59 H -0.25256 1.17358 4.54980  0.109
60 H 0.21080 2.81353 3.97917  0.207
61 H 1.78005 2.01507 5.58664  0.202
62 H 1.41698 3.53920 7.62952  0.417
63 H -0.16496 3.88483 7.04114  0.361
64 H 1.29336 4.37858 6.12663  0.204
65 H 1.07674 1.12829 7.56661  0.333
66 C -2.45522 2.71600 -4.22458  -1.458
67 C -1.19183 1.87591 -4.10536  1.555
68 C -0.33719 1.93519 -5.36781  -1.315
69 O -0.37873 2.33910 -3.03643  -0.154
70 H -2.98619 2.68072 -3.24919  0.257
71 H -3.15772 2.43535 -4.99620  0.425
72 H -2.15948 3.70890 -4.46438  0.331
73 H -1.36152 0.81537 -3.98503  -0.456
74 H -0.21276 2.98715 -5.59843  0.419
75 H -0.73413 1.32181 -6.17363  0.342
76 H 0.68704 1.57246 -5.14534  0.146
77 H -0.84998 2.50437 -2.20768  -0.196
78 C 3.58964 2.37939 -3.89259  -1.178
79 C 3.06126 3.79744 -3.74523  1.078
80 C 3.47198 4.40229 -2.39994  -1.212
81 O 3.63082 4.51111 -4.85896  -0.603
82 H 4.68001 2.36548 -3.83859  0.477
83 H 3.29122 2.01714 -4.91790  0.266
84 H 3.12143 1.69628 -3.20799  0.154
85 H 1.96433 3.74518 -3.83811  -0.286
86 H 3.22183 5.48331 -2.36028  0.406
87 H 4.53028 4.38049 -2.20529  0.364
88 H 2.90119 3.89109 -1.60170  0.173
89 H 3.43594 5.45296 -4.79918  0.342
90 C 3.02156 -2.77620 3.13458  -0.992
91 C 3.89231 -3.61925 2.23171  0.596
92 C 3.66659 -3.25731 0.76851  -1.077
93 O 5.28841 -3.35673 2.63640  -0.568
94 H 1.97740 -3.10594 3.19881  0.240
95 H 2.91266 -1.72416 2.83828  0.086
96 H 3.44661 -2.82865 4.12162  0.414
97 H 3.64300 -4.65229 2.50132  0.152
98 H 3.97227 -2.20153 0.65722  0.339
99 H 2.65525 -3.33726 0.34310  0.071
100 H 4.28473 -3.84417 0.11794  0.463
101 H 5.83559 -3.59423 1.86174  0.316
102 C -4.11270 -6.88228 -3.17033  -1.424
103 C -2.80536 -6.22335 -3.47029  0.467
104 C -2.75100 -4.72416 -2.92853  -0.624
105 O -1.83406 -7.06606 -2.86430  -0.548
106 H -4.16639 -7.18039 -2.14436  0.326
107 H -4.12770 -7.76604 -3.79602  0.378
108 H -4.94551 -6.23544 -3.40737  0.367
109 H -2.65428 -6.16654 -4.54779  0.302
110 H -1.85616 -4.31812 -3.34296  0.105
111 H -2.82609 -4.72530 -1.82899  0.025
112 H -3.59285 -4.22530 -3.41742  0.324
113 H -0.94921 -6.70670 -3.01634  0.303
114 C -3.11252 3.93171 1.49124  -1.279
115 C -2.27395 3.80187 0.22132  0.530
116 C -0.78471 4.11644 0.36138  -0.586
117 O -2.19972 2.45771 -0.35110  -0.280
118 H -3.24737 4.97894 1.75400  0.432
119 H -2.61579 3.46548 2.36263  0.111
120 H -4.10744 3.47365 1.38143  0.402
121 H -2.72402 4.45683 -0.52850  0.205
122 H -0.31624 3.49369 1.13296  -0.266
123 H -0.63622 5.19659 0.51532  0.531
124 H -0.27255 3.94453 -0.61642  0.129
125 H -3.02945 1.99849 -0.21426  0.118
126 C -3.65815 -5.78464 1.19644  -1.050
127 C -2.22243 -5.84257 1.73617  0.374
128 C -1.52538 -4.51176 1.74251  -0.526
129 O -2.26642 -6.40582 3.09813  -0.572
130 H -3.80982 -5.61818 0.13375  0.224
131 H -4.21249 -5.06271 1.79750  0.152
132 H -4.01579 -6.80591 1.40556  0.330
133 H -1.65759 -6.58126 1.17190  0.294
134 H -1.76483 -3.96012 2.66317  0.153
135 H -1.70902 -3.80383 0.93030  -0.009
136 H -0.46841 -4.69169 1.70837  0.256
137 H -2.43837 -5.64096 3.66537  0.361